# 1
The following is a quantum chemistry calculation of C6H8F2 as an isolated structure, from the OMol25 dataset.

The geometry in ORCA input format:
```
! wB97M-V def2-TZVPD RIJCOSX def2/J DEFGRID3
* xyz 0 1
C 0.9501 -1.0426 -0.0381
C 0.3987 0.0622 -0.9697
C -1.1139 -0.0803 -0.7876
C -1.1443 -0.0361 0.7615
C 0.3543 -0.0628 1.0679
C 0.7162 1.0950 0.0796
H 0.5101 -2.0698 -0.1441
H 0.7725 0.1426 -1.9984
H -1.7381 0.6940 -1.2345
H -1.4832 -1.0066 -1.2714
H -1.6941 -0.8635 1.2594
H -1.6070 0.9050 1.0613
H 0.7023 -0.0691 2.0963
H 0.0493 1.9807 0.1121
F 2.3397 -1.2051 0.0263
F 1.9873 1.5564 -0.0206
*
```

The LUMO energy comes out at 1.03 eV. The energy relative to the best compared isomer or geometry (same formula, charge and spin) comes out at 0.5709 eV. The total energy comes out at -11785.3072 eV. The HOMO-LUMO gap comes out at 11.70 eV.

=====

# 2
The following is a quantum chemistry calculation of C6H8F3NO5 as an isolated structure, from the OMol25 dataset.

The geometry in ORCA input format:
```
! wB97M-V def2-TZVPD RIJCOSX def2/J DEFGRID3
* xyz 0 1
C -0.2553 0.7468 0.3284
C -3.5058 -0.0320 -1.0117
C -2.4823 0.3684 -0.0149
C 1.0229 0.6642 -0.4047
C 2.1075 -0.6177 0.7029
C 1.7093 -2.0199 0.1017
N 1.8432 1.9109 -0.3249
O -0.3232 0.9927 1.4955
O 2.3330 2.3949 -1.3372
O 2.0395 2.3000 0.8024
O 1.8356 -0.5684 1.9329
O -1.2057 0.4500 -0.5429
F 2.4963 -2.9736 0.7131
F 2.0813 -2.1116 -1.2097
F 0.4362 -2.4431 0.2265
H -3.7404 0.7700 -1.5716
H -2.8938 -0.6481 -1.7630
H -4.3142 -0.5219 -0.5901
H -2.2460 -0.4042 0.8242
H -2.7592 1.3811 0.4523
H 0.9144 0.2980 -1.3464
H 3.0817 -0.3030 0.2369
H 1.8251 0.3666 2.3002
*
```

The LUMO energy comes out at -0.37 eV. The energy relative to the best compared isomer or geometry (same formula, charge and spin) comes out at 0.7438 eV. The total energy comes out at -26226.9518 eV. The HOMO-LUMO gap comes out at 10.24 eV.

=====

# 3
The following is a quantum chemistry calculation of one molecule with the formula C6H8FN, from the OMol25 dataset.

The geometry in ORCA input format:
```
! wB97M-V def2-TZVPD RIJCOSX def2/J DEFGRID3
* xyz 0 1
F 1.1572 -1.9204 0.2502
C 1.2462 -0.5816 -0.1363
C 0.2783 -0.3175 -1.3028
C -0.7324 0.6592 -0.7235
C -1.5585 -0.0924 0.3068
C -0.6957 -0.3524 1.3206
C 0.6465 0.2999 0.9877
N 0.2230 1.4545 0.1473
H 2.2798 -0.3904 -0.4481
H 0.8350 0.1307 -2.1268
H -0.1487 -1.2069 -1.6590
H -1.2758 1.2885 -1.4404
H -2.5216 -0.5267 0.1507
H -0.7683 -1.0851 2.1444
H 1.3543 0.5093 1.7750
H -0.3194 2.1313 0.7544
*
```

The SMILES is F[C@H]1C[C@H]2C=C[C@@H]1N2. The LUMO energy comes out at 1.10 eV. The energy relative to the best compared isomer or geometry (same formula, charge and spin) comes out at 1.0038 eV. The total energy comes out at -10558.0543 eV. The HOMO-LUMO gap comes out at 10.17 eV.